15
Properties=species:S:1:pos:R:3 method="wB97M-V/def2-TZVPD" energy_ha=-1621.9262 spin_multiplicity=1 orbital_gap_ev="7.00 / 8.58" homo_ev="-8.4135 / -9.6134"
C 0.2825 2.1761 0.3745
C 1.4812 -1.9548 -0.1291
N -2.2215 -0.0826 0.9927
O -0.3049 -0.6864 -2.1497
O 0.0355 1.5017 -0.8498
O 1.1452 -0.5902 0.0005
P -0.1252 -0.0706 -0.8453
Cl -3.1423 1.1427 0.2560
Cl -2.9225 -1.6113 0.7798
H -0.6074 2.1503 1.0064
H 0.5212 3.2066 0.1138
H 1.1174 1.7184 0.9064
H 1.5108 -2.2465 -1.1798
H 0.7623 -2.5804 0.4012
H 2.4678 -2.0731 0.3224